Record 1
{
  "formula": "C4H11NPS",
  "method": "ωB97M-V with the def2-TZVPD basis set",
  "species": ["C", "C", "C", "C", "N", "P", "S", "H", "H", "H", "H", "H", "H", "H", "H", "H", "H", "H"],
  "xyz": [[1.174, -1.075, 0.501], [1.718, 0.140, 1.308], [-0.436, 1.498, 0.466], [-1.047, -0.113, -0.368], [0.222, -0.864, -0.562], [-1.917, 0.460, -1.950], [0.392, 1.087, 2.034], [2.058, -1.491, 0.016], [0.677, -1.659, 1.245], [2.224, -0.288, 2.183], [2.412, 0.684, 0.566], [0.189, 1.974, -0.208], [-1.215, 2.297, 0.821], [-1.829, -0.705, 0.184], [0.591, 0.006, -1.204], [0.125, -1.728, -1.259], [-3.259, 0.601, -1.372], [-2.078, -0.824, -2.400]],
  "lowdin_charge": [-0.229, -0.483, -0.390, -0.525, -0.062, 0.839, 0.873, 0.140, 0.124, 0.089, 0.123, 0.017, 0.102, 0.107, 0.208, 0.239, -0.043, -0.127],
  "lumo_ha": -0.1354,
  "multiplicity": 1,
  "fmax_ha_per_bohr": 0.1230,
  "energy_ha": -952.93589,
  "orbital_gap_ev": 9.149,
  "total_charge": 1
}



Record 2
{
  "formula": "C48H69BrN6O2P2SY",
  "method": "ωB97M-V with the def2-TZVPD basis set",
  "species": ["Y", "C", "C", "C", "C", "C", "C", "C", "Br", "C", "O", "C", "C", "C", "C", "C", "C", "H", "H", "H", "H", "H", "H", "H", "H", "H", "H", "H", "H", "H", "H", "H", "H", "H", "H", "H", "H", "N", "P", "N", "C", "C", "C", "C", "C", "N", "C", "C", "C", "C", "C", "N", "C", "C", "C", "C", "C", "H", "H", "H", "H", "H", "H", "H", "H", "H", "H", "H", "H", "H", "H", "H", "H", "H", "H", "H", "H", "H", "H", "H", "H", "H", "H", "H", "H", "H", "H", "O", "P", "C", "C", "C", "C", "C", "C", "C", "C", "C", "C", "C", "C", "C", "C", "C", "C", "C", "C", "H", "H", "H", "H", "H", "H", "H", "H", "H", "H", "H", "H", "H", "H", "H", "N", "C", "N", "S", "H", "H", "H", "H"],
  "xyz": [[0.235, 0.478, -0.081], [-3.919, 2.467, 6.338], [-3.617, 0.974, 6.220], [-4.951, 0.218, 6.156], [-2.842, 0.536, 7.471], [-2.789, 0.655, 4.977], [-2.376, 1.625, 4.081], [-1.624, 1.247, 2.985], [-1.070, 2.607, 1.752], [-1.231, -0.064, 2.714], [-0.499, -0.335, 1.641], [-1.642, -1.061, 3.630], [-2.407, -0.664, 4.718], [-1.189, -2.513, 3.441], [-1.652, -3.062, 2.084], [-1.756, -3.437, 4.523], [0.344, -2.575, 3.531], [-4.502, 2.651, 7.241], [-4.503, 2.829, 5.488], [-3.005, 3.061, 6.408], [-5.553, 0.439, 7.040], [-4.803, -0.862, 6.114], [-5.522, 0.518, 5.275], [-3.401, 0.796, 8.372], [-1.869, 1.029, 7.515], [-2.674, -0.541, 7.482], [-2.630, 2.667, 4.215], [-2.719, -1.421, 5.423], [-2.742, -3.066, 2.027], [-1.311, -4.093, 1.972], [-1.259, -2.479, 1.253], [-2.848, -3.425, 4.536], [-1.392, -3.173, 5.517], [-1.440, -4.460, 4.317], [0.811, -1.943, 2.778], [0.684, -3.602, 3.378], [0.681, -2.249, 4.517], [1.333, -0.786, -1.309], [2.753, -1.198, -1.740], [3.823, -1.450, -0.479], [5.217, -1.886, -0.588], [6.078, -1.033, 0.340], [5.353, -0.825, 1.684], [4.312, -1.919, 1.900], [3.234, -1.861, 0.812], [2.832, -2.574, -2.701], [1.720, -2.767, -3.637], [2.192, -3.488, -4.895], [3.029, -4.738, -4.551], [3.000, -5.018, -3.053], [3.500, -3.811, -2.267], [3.468, 0.084, -2.651], [4.806, -0.104, -3.245], [5.133, 0.995, -4.247], [4.177, 0.981, -5.445], [2.786, 0.504, -5.008], [2.548, 0.828, -3.539], [5.564, -1.829, -1.616], [5.297, -2.940, -0.305], [6.275, -0.066, -0.131], [7.043, -1.523, 0.483], [4.845, 0.142, 1.688], [6.067, -0.814, 2.507], [3.825, -1.808, 2.870], [4.799, -2.897, 1.911], [2.489, -1.121, 1.097], [2.716, -2.825, 0.731], [1.302, -1.792, -3.885], [0.906, -3.320, -3.154], [2.787, -2.800, -5.499], [1.318, -3.756, -5.493], [4.066, -4.591, -4.861], [2.665, -5.608, -5.098], [3.635, -5.871, -2.808], [1.989, -5.283, -2.735], [4.579, -3.724, -2.428], [3.343, -3.988, -1.198], [4.877, -1.085, -3.734], [5.551, -0.076, -2.447], [6.167, 0.879, -4.572], [5.081, 1.963, -3.737], [4.566, 0.330, -6.229], [4.117, 1.984, -5.873], [2.702, -0.575, -5.137], [2.005, 0.957, -5.622], [1.530, 0.587, -3.236], [2.687, 1.906, -3.377], [-1.466, 1.083, -1.486], [-2.824, 1.754, -1.403], [-3.804, 1.299, -2.835], [-5.192, 1.225, -2.768], [-5.922, 0.925, -3.907], [-5.268, 0.692, -5.108], [-3.882, 0.755, -5.174], [-3.147, 1.060, -4.040], [-2.652, 3.544, -1.425], [-1.382, 4.109, -1.453], [-1.232, 5.487, -1.495], [-2.353, 6.304, -1.514], [-3.624, 5.745, -1.506], [-3.775, 4.369, -1.470], [-3.749, 1.223, 0.041], [-3.817, -0.155, 0.249], [-4.516, -0.656, 1.335], [-5.154, 0.212, 2.209], [-5.092, 1.582, 2.001], [-4.390, 2.091, 0.920], [-5.703, 1.381, -1.824], [-7.001, 0.863, -3.855], [-5.839, 0.453, -5.995], [-3.374, 0.562, -6.110], [-2.066, 1.100, -4.080], [-0.507, 3.470, -1.456], [-0.242, 5.922, -1.518], [-2.237, 7.379, -1.545], [-4.497, 6.382, -1.537], [-4.770, 3.938, -1.492], [-3.318, -0.835, -0.432], [-4.563, -1.723, 1.499], [-5.696, -0.183, 3.059], [-5.580, 2.259, 2.691], [-4.314, 3.163, 0.786], [3.855, 3.856, 0.647], [3.439, 2.654, 0.223], [3.906, 2.192, -0.927], [2.359, 1.788, 1.216], [4.618, 4.341, 0.205], [3.549, 4.167, 1.553], [4.517, 2.764, -1.489], [3.601, 1.295, -1.330]],
  "lowdin_charge": [1.122, -0.063, -0.555, -0.040, -0.040, -0.173, -0.081, -0.502, 0.859, -0.370, -0.334, -0.080, 0.027, -0.524, -0.035, -0.063, -0.032, 0.089, 0.081, 0.089, 0.089, 0.082, 0.070, 0.088, 0.093, 0.079, 0.100, 0.096, 0.073, 0.088, 0.068, 0.088, 0.088, 0.089, 0.060, 0.090, 0.094, -0.363, 0.563, -0.191, -0.233, -0.163, -0.182, -0.174, -0.225, -0.189, -0.231, -0.170, -0.183, -0.187, -0.204, -0.240, -0.212, -0.178, -0.180, -0.169, -0.228, 0.087, 0.114, 0.097, 0.113, 0.077, 0.110, 0.113, 0.113, 0.038, 0.113, 0.092, 0.118, 0.094, 0.111, 0.109, 0.107, 0.117, 0.114, 0.105, 0.106, 0.121, 0.093, 0.117, 0.098, 0.111, 0.109, 0.085, 0.116, 0.079, 0.110, -0.454, 0.816, -0.271, -0.072, -0.064, -0.064, -0.065, -0.063, -0.285, -0.101, -0.065, -0.061, -0.058, -0.078, -0.316, -0.067, -0.053, -0.055, -0.061, -0.096, 0.109, 0.111, 0.111, 0.109, 0.107, 0.091, 0.109, 0.112, 0.113, 0.112, 0.121, 0.105, 0.104, 0.112, 0.099, 0.102, -0.875, 0.138, 0.619, 0.114, 0.096, 0.114, 0.043],
  "lumo_ha": -0.0692,
  "multiplicity": 1,
  "fmax_ha_per_bohr": 0.0215,
  "energy_ha": -6042.83760,
  "orbital_gap_ev": 8.005,
  "total_charge": 1
}